Entry 1:
# C10H28FN7O4P

4 unconnected molecules or ions with the total composition C10H28FN7O4P (wB97M-V/def2-TZVPD, the OMol25 dataset).

Results
Spin multiplicity ... 1
Gap between HOMO and LUMO ... 6.2 eV
Charge ... +1

```
51
C10H28FN7O4P wB97M-V/def2-TZVPD
N -4.63827 0.92018 -4.85674
C -3.24267 0.79976 -5.42373
N -2.78723 -0.29089 -6.41473
F -3.64160 -1.35156 -6.39374
N -2.28303 1.72798 -4.99828
P -2.73303 3.04781 -3.83060
N -2.27347 4.60206 -4.57457
O -1.81380 2.72278 -2.38762
H -5.17316 1.72587 -5.25104
H -5.17395 0.02571 -4.87888
H -1.90967 -0.67072 -5.94532
H -1.27583 1.70356 -5.33964
H -3.07284 5.08855 -5.03630
H -1.74937 5.21619 -3.91357
H -2.38740 2.44439 -1.61462
C -1.14914 -1.98216 -1.20726
C -1.19007 -0.48164 -1.28128
O -2.24785 0.14051 -1.35639
N -0.00541 0.19392 -1.26325
C 1.33001 -0.34801 -1.18022
H -2.16879 -2.37695 -1.23178
H -0.60218 -2.38420 -2.06439
H -0.67864 -2.29798 -0.27226
H -0.11483 1.20011 -1.31637
H 1.80722 0.06267 -0.28705
H 1.88309 -0.02298 -2.06492
H 1.33532 -1.43736 -1.12755
C 3.20919 1.35913 2.74125
C 3.41913 -0.01776 2.17665
O 2.52376 -0.63073 1.59856
N 4.64926 -0.58903 2.32006
C 5.81997 -0.03840 2.96049
H 2.18133 1.67975 2.54927
H 3.37178 1.34891 3.82243
H 3.88803 2.06836 2.26009
H 4.71267 -1.51564 1.91436
H 6.62323 0.00209 2.22071
H 6.11108 -0.71156 3.77066
H 5.64452 0.96021 3.36235
C 0.93308 -1.34653 4.28470
C -0.22293 -1.05117 5.19854
O -0.14963 -0.21361 6.09559
N -1.38218 -1.74479 5.01100
C -1.66585 -2.75887 4.02354
H 1.78434 -0.71628 4.55727
H 1.23182 -2.39344 4.38575
H 0.65761 -1.12661 3.24977
H -2.11384 -1.49041 5.66459
H -2.51294 -2.41893 3.42268
H -1.94322 -3.67571 4.54956
H -0.81363 -2.95655 3.37226
```

Here are the natural (NBO) charges for atoms 1 to 4, given in e: N -0.80; C 0.68; N -0.16; F -0.19

Entry 2:
# C10H28N2O2P

3 unconnected molecules or ions with the total composition C10H28N2O2P (wB97M-V/def2-TZVPD, the OMol25 dataset).

Results
Spin multiplicity ... 1
Relative energy (zero: lowest compared OMol25 entry of this formula, charge and spin) ... 12.0 kcal per mole
Gap between HOMO and LUMO ... 5.9 eV
Charge ... -1

```
43
C10H28N2O2P wB97M-V/def2-TZVPD
C -1.27430 -1.30182 1.42359
C -1.41409 -0.44263 0.16927
C -0.45145 -0.77152 -0.97954
C -0.00684 -2.22228 -1.08063
P 1.08746 0.41248 -0.95419
H -0.28916 -1.14558 1.85977
H -2.00820 -1.03543 2.18755
H -1.37670 -2.37068 1.21574
H -1.20882 0.60246 0.44825
H -2.46056 -0.46157 -0.16356
H -0.93997 -0.50385 -1.92717
H 0.37582 -2.59320 -0.12484
H -0.80258 -2.91263 -1.39384
H 0.80973 -2.31225 -1.80406
H 0.08900 1.55890 -1.02330
H 1.02650 0.49383 0.55938
H 2.05814 -0.70130 -0.86830
H 1.15118 0.34588 -2.44944
H 2.19395 1.37315 -0.96234
C 0.11748 -0.07283 5.38915
O -0.86984 -0.06157 4.68260
N 1.37334 0.17315 4.95397
C 2.50393 0.15841 5.84357
C 1.57779 0.46231 3.53804
H 0.07573 -0.27769 6.47471
H 3.00969 1.12765 5.86923
H 3.23860 -0.59639 5.55025
H 2.16320 -0.07372 6.85358
H 1.00404 1.33209 3.22144
H 1.25998 -0.36659 2.91266
H 2.63661 0.64753 3.36995
C 0.11880 0.56936 -4.93087
O 0.33659 -0.45708 -5.54834
N -1.09805 0.95721 -4.49084
C -1.27088 2.16821 -3.72495
C -2.21495 0.05886 -4.68570
H 0.90150 1.29200 -4.66101
H -1.61622 1.95486 -2.71119
H -1.97727 2.85092 -4.20844
H -0.30643 2.66504 -3.63218
H -2.01802 -0.91022 -4.22287
H -2.40501 -0.11235 -5.74730
H -3.09969 0.49887 -4.22781
```

Here are the natural (NBO) charges for atoms 1 to 4, given in e: C -0.60; C -0.41; C -0.51; C -0.62

Entry 3:
# C10H28N3OPPdS4SbSe2

A molecular structure, C10H28N3OPPdS4SbSe2 (wB97M-V/def2-TZVPD, the OMol25 dataset).

Results
Spin multiplicity ... 1
Relative energy (zero: lowest compared OMol25 entry of this formula, charge and spin) ... 60.5 kcal per mole
Gap between HOMO and LUMO (spin up / spin down) ... 5.8 / 5.8 eV
Charge ... -1

```
51
C10H28N3OPPdS4SbSe2 wB97M-V/def2-TZVPD
Pd -0.09472 0.00613 -0.24709
C 3.29460 0.16258 -1.28316
Se 2.23554 -0.06127 0.32589
C 2.65466 1.80405 0.96368
C 2.22462 2.98762 0.12702
Se 0.33252 2.87311 -0.30413
C 0.45151 2.53504 -2.22337
H 4.33817 0.25610 -0.98336
H 2.97959 1.04405 -1.83308
H 3.13340 -0.73234 -1.87142
H 3.73758 1.79257 1.11678
H 2.16552 1.81846 1.93865
H 2.79541 3.09742 -0.79269
H 2.32672 3.91287 0.69542
H 1.13205 3.25368 -2.67776
H -0.55862 2.67931 -2.59008
H 0.74632 1.52034 -2.42388
S -3.17848 -2.72835 0.53430
Sb -2.04130 -1.41992 -0.92398
S -2.33089 0.91071 -0.42592
S 0.93628 -2.05224 -0.66610
S -2.24503 -1.88018 -3.12690
C -1.02138 2.45403 3.54082
N -0.44266 1.45923 4.44054
C -0.84489 1.59795 5.82899
P 0.00816 -0.01923 3.82937
O -0.14397 -0.04298 2.36158
N -0.84848 -1.25247 4.51379
C -2.16785 -1.56895 3.95610
C -0.62686 -1.73406 5.86180
N 1.56527 -0.24929 4.35212
C 2.20575 -1.49667 3.93724
C 2.23542 0.47169 5.41050
H -0.53546 3.42687 3.67744
H -2.09208 2.57314 3.73877
H -0.90578 2.13374 2.50825
H -0.47986 2.54404 6.24143
H -0.43664 0.79404 6.43916
H -1.93626 1.58371 5.93619
H -2.27156 -1.16848 2.94951
H -2.96908 -1.17231 4.59387
H -2.28538 -2.65080 3.87554
H 0.36852 -1.46001 6.21038
H -0.70103 -2.82582 5.88407
H -1.36598 -1.33848 6.57067
H 1.67876 -1.93454 3.08993
H 2.23309 -2.22797 4.75592
H 3.23034 -1.29316 3.61815
H 1.78271 1.45095 5.54911
H 3.28556 0.62125 5.14306
H 2.21469 -0.06707 6.36914
```

Here are the natural (NBO) charges for atoms 1 to 4, given in e: Pd 0.28; C -0.81; Se 0.65; C -0.63

Entry 4:
# C10H28N4O2PS2V

A molecular structure, C10H28N4O2PS2V (wB97M-V/def2-TZVPD, the OMol25 dataset).

Results
Spin multiplicity ... 2
Relative energy (zero: lowest compared OMol25 entry of this formula, charge and spin) ... 16.6 kcal per mole
Gap between HOMO and LUMO (spin up / spin down) ... 6.2 / 7.6 eV
Charge ... +3

```
48
C10H28N4O2PS2V wB97M-V/def2-TZVPD
V -0.26937 -0.06330 -0.62596
N -1.79563 -1.14764 0.49437
C -3.18461 -0.70692 0.27651
C -3.24128 0.69134 -0.39955
N -2.16795 0.70682 -1.51646
C -2.69477 -0.05624 -2.63999
C -1.57240 -0.82793 -3.38786
N -0.45108 -1.29025 -2.49920
C -1.99277 2.22476 -1.89318
C -0.57312 2.46757 -2.35787
N 0.44255 1.61033 -1.73956
H -1.48885 -0.96035 1.44954
H -1.74287 -2.16962 0.43368
H -3.64221 -1.48257 -0.34695
H -3.72582 -0.57984 1.21863
H -4.31823 0.89782 -0.73313
H -2.97082 1.39961 0.37671
H -3.38819 -0.86797 -2.29184
H -3.30917 0.50341 -3.35957
H -1.98571 -1.74190 -3.83687
H -1.19655 -0.15531 -4.20972
H -0.52812 -2.31577 -2.37903
H 0.39441 -1.18154 -3.01114
H -2.75747 2.59058 -2.65863
H -2.18723 2.74362 -0.90915
H -0.51682 2.38019 -3.47446
H -0.31379 3.54072 -2.21985
H 1.12882 1.45761 -2.45851
H 0.86887 2.18493 -0.99685
C 1.15218 -2.50169 4.79942
C 1.07456 -1.19853 4.01967
O 1.48813 -1.47362 2.63780
P 1.67700 -0.25610 1.62539
S 1.68704 -1.17790 -0.23298
S 0.12186 1.08078 1.65283
O 3.04544 0.51975 1.89860
C 4.43841 0.23520 1.52537
C 4.86231 1.11612 0.39803
H 0.75639 -2.40562 5.81808
H 2.14858 -2.93319 4.77386
H 0.57226 -3.28013 4.25317
H 1.64413 -0.33733 4.49653
H -0.01822 -0.90371 3.98039
H 4.57084 -0.83729 1.30447
H 5.06000 0.45871 2.42702
H 4.04892 1.10382 -0.36100
H 5.81467 0.73509 -0.04103
H 5.03568 2.20348 0.72024
```

Here are the natural (NBO) charges for atoms 1 to 4, given in e: V 1.19; N -0.83; C -0.26; C -0.23

Entry 5:
# C10H28O6SSi3

C10H28O6SSi3 in the gas phase (wB97M-V/def2-TZVPD, the OMol25 dataset).

Results
Spin multiplicity ... 1
Relative energy (zero: lowest compared OMol25 entry of this formula, charge and spin) ... 2.3 kcal per mole
Gap between HOMO and LUMO ... 9.9 eV

```
48
C10H28O6SSi3 wB97M-V/def2-TZVPD
O 3.27146 0.72702 -0.37425
O 2.92227 3.12739 0.34680
O -0.77226 0.77002 1.20099
O -1.50690 -1.27823 -0.53635
O 4.03635 2.59053 -1.84711
O 1.47954 2.20552 -1.36579
C 0.50949 2.88691 -0.61570
C -0.81860 2.82683 -1.36513
C -3.48157 0.64839 0.16700
C -1.18942 1.37714 -1.69749
C -0.39443 -1.70491 2.59295
C 1.93094 0.33957 2.19281
C -0.63368 1.05122 3.91931
C -1.09928 -2.64480 -3.06763
C -0.33566 -4.02208 -0.59090
C 1.32892 -1.71103 -1.43602
Si -1.65544 0.35076 -0.17905
Si 0.03992 0.11408 2.46735
Si -0.44123 -2.31918 -1.33507
S 2.96153 2.13015 -0.75762
H 4.88120 2.56640 -1.41455
H 0.47492 2.31691 0.36591
H 0.85073 3.92690 -0.45371
H -1.61319 3.29851 -0.77199
H -0.68164 3.40311 -2.29572
H -3.59949 1.72496 0.13789
H -3.70090 0.27524 1.17385
H -4.22595 0.19558 -0.48229
H -0.37173 0.89121 -2.20573
H -2.08266 1.41842 -2.33998
H -0.03113 -2.26363 1.72701
H -1.49384 -1.63922 2.52163
H -0.04586 -2.12541 3.52117
H 2.17836 0.16176 1.15045
H 2.48171 -0.46409 2.68304
H 2.32876 1.31311 2.49467
H -0.42146 0.39536 4.76974
H -0.02131 1.95617 4.01707
H -1.67949 1.29037 3.80143
H -2.18232 -2.69517 -3.08255
H -0.73667 -1.84439 -3.69386
H -0.71046 -3.58446 -3.47159
H -0.93929 -4.68193 -1.20063
H 0.68335 -4.34683 -0.76964
H -0.61892 -4.15035 0.44520
H 1.69859 -1.58817 -2.45958
H 1.43676 -0.76632 -0.92998
H 1.98996 -2.44934 -0.95638
```

Here are the natural (NBO) charges for atoms 1 to 4, given in e: O -0.90; O -0.93; O -1.29; O -1.26